No. 1
Molecular formula: C2H8NOP
Method: DFT, the ωB97M-V functional and the def2-TZVPD basis

HOMO level (spin up / spin down): -0.3558 / -0.3114 hartree
Lowest unoccupied orbital energy (spin up / spin down): -0.89 / -0.51 eV
Net charge: 0
Energy relative to the best compared isomer or geometry (same formula, charge and spin): 4.466 eV
Orbital gap (spin up / spin down): 8.792 / 7.958 eV

Each line ends with the natural charge from an NBO analysis.
CARTESIAN COORDINATES (ANGSTROEM)
C  1.818  1.364  -0.103  -0.475
C  -1.651  -1.314  -0.646  -0.964
N  1.652  0.247  0.828  -0.562
O  -1.845  1.058  0.636  -1.010
P  -1.034  -0.171  0.720  1.466
H  2.754  1.428  -0.597  0.203
H  1.027  1.229  -1.008  0.184
H  1.671  2.438  0.341  0.205
H  -1.045  -2.225  -0.589  0.227
H  -2.683  -1.581  -0.278  0.262
H  -1.344  -0.885  -1.558  0.247
H  1.879  -0.557  0.366  0.304
H  -1.200  -1.030  1.888  -0.087



No. 2
Molecular formula: C2H8NOP
Method: DFT, the ωB97M-V functional and the def2-TZVPD basis

HOMO level: -0.2906 hartree
Lowest unoccupied orbital energy: 0.20 eV
Net charge: 0
Energy relative to the best compared isomer or geometry (same formula, charge and spin): 3.635 eV
Orbital gap: 8.113 eV

Each line ends with the natural charge from an NBO analysis.
CARTESIAN COORDINATES (ANGSTROEM)
C  -0.766  -0.720  -0.883  -0.434
C  0.196  1.373  -1.279  0.022
N  0.329  0.230  -0.834  -0.438
O  1.950  -0.282  1.485  -1.096
P  2.176  -0.116  0.013  1.079
H  -0.759  -1.363  -0.031  0.242
H  -1.666  -0.139  -1.136  0.196
H  -0.594  -1.343  -1.825  0.221
H  -0.767  1.869  -1.650  0.184
H  -1.495  0.323  3.850  0.007
H  1.127  1.943  -1.215  0.207
H  2.176  -1.395  -0.528  -0.183
H  -1.906  -0.380  4.033  -0.007